Record 1
Formula: C44H67F9IN3O10
Source: the Open Molecules 2025 dataset
Level of theory: wB97M-V/def2-TZVPD

```
134
Properties=species:S:1:pos:R:3:lowdin_charge:R:1
C 2.29 3.56 6.17 -0.139
C 3.48 2.64 5.43 -0.249
C 3.34 1.05 5.83 -0.167
C 2.15 0.41 4.89 -0.040
C 0.72 0.07 5.63 -0.155
N 0.46 0.31 7.12 0.003
C -0.50 -0.55 4.73 0.036
C -0.41 -0.85 3.09 -0.128
N -1.66 -1.38 2.45 0.060
C -1.38 -1.60 0.98 -0.010
C 0.02 -1.30 0.20 -0.079
C 0.09 -1.62 -1.40 -0.169
F 1.07 -2.76 -1.55 -0.001
F -1.18 -2.08 -2.01 0.007
C 0.68 -0.40 -2.34 -0.094
F 0.36 -0.79 -3.76 0.023
F 2.18 -0.45 -2.26 0.024
C 0.09 1.09 -2.00 -0.064
F 0.59 1.99 -3.10 0.021
F 0.65 1.69 -0.74 0.022
C -1.55 1.22 -2.03 -0.133
F -1.84 2.67 -2.32 0.027
F -2.22 0.93 -0.74 0.046
F -2.22 0.45 -3.10 0.050
N 1.24 -0.78 0.90 0.129
C 1.01 -0.53 2.36 -0.068
C 2.26 0.08 3.29 -0.014
C 3.73 0.39 2.55 -0.157
C 4.79 -0.87 2.76 -0.655
O 4.32 -2.14 2.60 -0.128
I 6.89 -0.39 3.26 0.838
H 2.64 4.68 6.06 0.080
H 2.14 3.27 7.30 0.074
H 1.32 3.40 5.51 0.084
H 3.32 2.82 4.27 0.104
H 4.56 3.06 5.67 0.114
H 3.10 0.88 6.99 0.125
H 4.32 0.45 5.59 0.097
H 0.15 1.32 7.21 0.084
H -0.41 -0.23 7.42 0.083
H -1.52 -0.77 5.30 0.102
H -2.28 -2.04 0.33 0.126
H 4.25 1.35 2.96 0.087
H 3.60 0.55 1.38 0.126
C -4.75 -0.76 -2.45 -0.042
C -5.95 -1.67 -2.39 -0.486
C -6.00 -2.81 -3.37 -0.017
O -6.84 -1.48 -1.57 0.049
H -4.84 0.02 -1.69 0.087
H -3.84 -1.33 -2.26 0.067
H -4.69 -0.28 -3.43 0.076
H -5.15 -3.47 -3.22 0.086
H -6.01 -2.42 -4.39 0.089
H -6.93 -3.38 -3.21 0.075
C 8.62 4.24 4.67 -0.025
C 8.72 3.37 3.44 -0.487
C 10.10 3.08 2.91 -0.021
O 7.72 2.92 2.90 -0.034
H 7.57 4.36 4.94 0.075
H 9.15 3.76 5.50 0.085
H 9.05 5.22 4.46 0.085
H 10.69 2.55 3.67 0.048
H 10.59 4.01 2.63 0.089
H 10.02 2.44 2.02 0.055
C -5.62 2.89 -6.24 -0.023
C -6.69 1.83 -6.18 -0.487
C -7.35 1.59 -4.84 -0.020
O -7.01 1.18 -7.17 0.040
H -5.23 2.95 -7.27 0.082
H -6.04 3.86 -5.97 0.084
H -4.80 2.63 -5.57 0.079
H -7.84 2.50 -4.51 0.045
H -6.60 1.27 -4.11 0.074
H -8.10 0.80 -4.95 0.089
C 11.10 -1.32 5.19 -0.017
C 11.97 -0.08 5.18 -0.471
C 13.30 -0.16 5.87 -0.024
O 11.60 0.95 4.62 0.042
H 10.17 -1.11 4.65 0.064
H 11.62 -2.14 4.70 0.090
H 10.86 -1.59 6.22 0.089
H 13.92 -0.93 5.41 0.087
H 13.15 -0.38 6.93 0.087
H 13.81 0.80 5.78 0.086
C 6.87 1.19 -0.59 -0.028
C 8.36 1.04 -0.50 -0.478
C 9.07 0.48 -1.70 -0.024
O 8.98 1.37 0.51 0.023
H 6.49 1.60 0.35 0.066
H 6.60 1.87 -1.40 0.085
H 6.41 0.21 -0.75 0.087
H 8.91 1.13 -2.57 0.085
H 8.71 -0.53 -1.91 0.087
H 10.15 0.44 -1.50 0.085
C -7.11 -7.55 -1.81 -0.028
C -7.55 -6.11 -1.69 -0.490
C -6.87 -5.27 -0.64 -0.031
O -8.42 -5.64 -2.42 0.044
H -7.68 -8.03 -2.61 0.044
H -6.05 -7.59 -2.06 0.091
H -7.31 -8.08 -0.88 0.092
H -5.80 -5.22 -0.83 0.083
H -7.05 -5.70 0.35 0.085
H -7.28 -4.26 -0.66 0.076
C -10.07 4.04 -1.90 -0.018
C -9.06 4.77 -2.75 -0.470
C -9.03 6.27 -2.67 -0.024
O -8.29 4.15 -3.49 0.034
H -9.97 2.97 -2.06 0.088
H -9.88 4.26 -0.84 0.088
H -11.08 4.35 -2.17 0.088
H -8.80 6.58 -1.65 0.087
H -10.00 6.68 -2.98 0.087
H -8.25 6.66 -3.34 0.085
C 3.80 5.84 -1.59 -0.027
C 2.50 5.74 -0.83 -0.490
C 1.56 4.63 -1.21 -0.037
O 2.22 6.55 0.06 0.050
H 4.38 6.69 -1.21 0.085
H 4.39 4.92 -1.44 0.081
H 3.60 5.99 -2.65 0.086
H 2.04 3.66 -1.04 0.071
H 1.26 4.73 -2.25 0.088
H 0.67 4.69 -0.58 0.088
C -10.15 -9.92 -4.57 -0.020
C -8.65 -10.07 -4.49 -0.469
C -7.94 -10.63 -5.69 -0.024
O -8.03 -9.74 -3.48 0.027
H -10.53 -9.51 -3.64 0.088
H -10.41 -9.24 -5.39 0.089
H -10.61 -10.90 -4.73 0.086
H -8.10 -9.98 -6.56 0.087
H -8.30 -11.64 -5.90 0.086
H -6.86 -10.68 -5.49 0.085
```

Highest occupied orbital energy: -0.317 Eh
Electronic energy: -104199.3193 eV
Charge: 0
SMILES string: CCCc1c(N)cc2ncc(C(F)(F)C(F)(F)C(F)(F)C(F)(F)F)nc2c1CC(=O)I.CC(C)=O.CC(C)=O.CC(C)=O.CC(C)=O.CC(C)=O.CC(C)=O.CC(C)=O.CC(C)=O.CC(C)=O
M: 1095.9 g mol⁻¹
Kohn-Sham gap: 6.744 eV
LUMO energy: -0.069 Eh

Record 2
Formula: C4H10N2
Source: the Open Molecules 2025 dataset
Level of theory: wB97M-V/def2-TZVPD

```
16
Properties=species:S:1:pos:R:3:lowdin_charge:R:1
C 3.61 0.08 -0.37 -0.101
N 2.97 0.90 -1.07 -0.086
C 1.68 0.40 -1.59 -0.143
H 4.70 0.02 -0.33 0.064
H 3.08 -0.56 0.34 0.071
H 1.60 -0.64 -1.32 0.061
H 0.78 0.77 -1.05 0.062
H 1.53 0.84 -2.57 0.070
C -3.26 0.35 0.09 -0.084
N -3.19 -0.46 1.06 -0.107
C -1.92 -0.73 1.72 -0.141
H -4.25 0.80 -0.02 0.064
H -2.39 0.58 -0.54 0.066
H -1.06 -0.16 1.33 0.060
H -2.08 -0.40 2.74 0.072
H -1.78 -1.79 1.56 0.072
```

Highest occupied orbital energy: -0.342 Eh
Electronic energy: -7287.0733 eV
Charge: 0
SMILES string: C=NC.C=NC
M: 86.1 g mol⁻¹
Kohn-Sham gap: 10.146 eV
LUMO energy: 0.031 Eh
Energy relative to the best compared isomer or geometry (same formula, charge and spin): 342.2 kJ/mol

Record 3
Formula: C9H17N3Si
Source: the Open Molecules 2025 dataset
Level of theory: wB97M-V/def2-TZVPD

```
30
Properties=species:S:1:pos:R:3:lowdin_charge:R:1
C 5.23 0.05 -0.33 -0.087
C 4.42 1.03 -1.30 -0.217
C 2.93 0.86 -1.02 -0.115
C 2.14 1.26 -0.03 -0.032
N 1.44 1.24 0.95 0.143
C 1.04 1.23 2.22 -0.223
N -0.03 0.67 2.60 0.061
C -0.81 -0.14 1.83 -0.348
N -1.71 0.22 1.02 -0.027
Si -2.92 -0.43 0.02 0.532
C -1.96 -0.41 -1.77 -0.155
C -3.43 -2.29 0.28 -0.193
C -4.53 0.62 0.34 -0.191
H 6.24 0.04 -0.76 0.063
H 4.80 -0.93 -0.34 0.063
H 5.38 0.49 0.62 0.048
H 4.70 2.02 -1.02 0.086
H 4.57 0.75 -2.38 0.118
H 2.33 0.44 -1.82 0.097
H 1.60 1.99 2.91 0.162
H -0.58 -1.24 2.07 0.137
H -2.68 -0.44 -2.66 0.047
H -1.25 0.35 -1.70 -0.028
H -1.45 -1.31 -1.80 -0.030
H -3.03 -3.10 -0.42 0.040
H -3.14 -2.78 1.23 0.020
H -4.45 -2.52 0.20 -0.022
H -5.22 -0.02 -0.22 -0.004
H -4.96 0.78 1.38 0.049
H -4.68 1.60 -0.10 0.007
```

Highest occupied orbital energy: -0.302 Eh
Electronic energy: -21953.6837 eV
Charge: 0
SMILES string: CCC=C=N/C=N\C=N\[Si](C)(C)C
M: 195.3 g mol⁻¹
Kohn-Sham gap: 8.570 eV
LUMO energy: 0.013 Eh
Energy relative to the best compared isomer or geometry (same formula, charge and spin): 0.0 kJ/mol

Record 4
Formula: C5H9F2N
Source: the Open Molecules 2025 dataset
Level of theory: wB97M-V/def2-TZVPD

```
17
Properties=species:S:1:pos:R:3:lowdin_charge:R:1
C -0.35 -1.87 -0.66 0.026
C -0.46 -0.69 -0.14 -0.389
C 0.11 -0.46 1.18 -0.230
N 1.23 0.57 1.76 -0.104
C -1.25 0.53 -0.85 -0.025
C 0.08 1.33 -1.13 -0.404
F -0.18 2.65 -1.43 0.025
F 0.61 0.68 -2.18 0.058
H -0.65 -2.14 -1.68 0.072
H 0.53 -2.61 -0.17 0.135
H 0.48 -1.49 1.68 0.136
H -0.54 0.07 1.86 0.091
H 2.25 0.47 1.18 0.139
H 1.19 0.41 2.81 0.068
H -1.96 1.07 -0.17 0.115
H -1.86 0.19 -1.83 0.160
H 0.77 1.28 -0.22 0.128
```

Highest occupied orbital energy: -0.346 Eh
Electronic energy: -12252.2899 eV
Charge: 0
SMILES string: C=C(CN)CC(F)F
M: 121.1 g mol⁻¹
Kohn-Sham gap: 10.125 eV
LUMO energy: 0.026 Eh
Energy relative to the best compared isomer or geometry (same formula, charge and spin): 298.1 kJ/mol